one | Computed, not measured: 2 unconnected molecules or ions with the total composition C5H11N4OS, with the ωB97M-V functional and the def2-TZVPD basis.

CARTESIAN COORDINATES (ANGSTROEM)
1 C -4.869 0.090 1.404
2 C 1.617 0.292 0.765
3 C 2.680 0.395 1.719
4 C 1.801 -0.996 -0.038
5 C -0.708 -0.844 -1.436
6 N -1.740 0.539 -0.316
7 N -2.687 0.751 0.463
8 N -0.180 0.023 -2.280
9 N -3.668 0.271 0.909
10 O 0.680 1.077 0.610
11 S 0.206 -1.868 -0.385
12 H -4.957 -0.402 2.383
13 H -5.668 0.175 0.710
14 H 2.797 1.428 2.120
15 H 2.457 -0.393 2.496
16 H 3.605 -0.139 1.273
17 H 2.469 -1.714 0.636
18 H 2.261 -0.643 -1.002
19 H -1.734 -1.372 -1.711
20 H -1.031 1.253 -0.152
21 H -0.843 0.571 -3.002
22 H 0.657 0.405 -2.119

Calculated values
- E_HOMO: -12.1 eV
- Net charge: +1
- Orbital gap: 8.8 eV

Mulliken population analysis, charges in e, atoms 1 to 5: -0.28 1.02 -1.36 -0.85 0.26

two | Computed, not measured: a gas-phase ion, C5H11N4OS (charge +1), with the ωB97M-V functional and the def2-TZVPD basis.

CARTESIAN COORDINATES (ANGSTROEM)
1 N 1.617 -0.950 -2.295
2 C 1.286 0.335 -2.003
3 O 1.801 1.280 -2.562
4 N 0.238 0.783 -1.044
5 C -0.704 0.059 -0.179
6 N -0.950 -1.287 -0.393
7 C -1.841 1.115 0.175
8 S -1.150 2.530 1.063
9 C 0.401 1.689 1.518
10 C 0.339 0.310 0.933
11 N 1.338 -0.592 1.130
12 H 2.159 -1.053 -3.081
13 H 0.986 -1.673 -1.952
14 H -0.027 1.696 -1.477
15 H -1.497 -1.513 -1.264
16 H -1.505 -1.749 0.229
17 H -2.166 1.639 -0.632
18 H -2.689 0.736 0.741
19 H 0.520 1.691 2.655
20 H 1.235 2.286 1.130
21 H 2.226 -0.406 1.665
22 H 0.929 -1.496 1.210

Calculated values
- E_HOMO: -12.8 eV
- Net charge: +1
- Structure (SMILES): NC(=O)N[C@]1(N)CSCC1=[NH2+]
- Orbital gap: 8.4 eV

Mulliken population analysis, charges in e, atoms 1 to 5: -0.30 0.35 -0.59 -0.13 0.76

Least stable = one

one | Computed, not measured: C4H8N2 in the gas phase, with the ωB97M-V functional and the def2-TZVPD basis.

CARTESIAN COORDINATES (ANGSTROEM)
1 C 1.651 0.039 -0.414
2 C 0.351 0.079 0.455
3 C -0.682 -1.179 0.168
4 N -2.033 -0.674 -0.360
5 C -1.746 0.601 -0.185
6 N -0.658 1.042 0.268
7 H 1.412 0.085 -1.702
8 H 2.429 0.732 -0.316
9 H 1.983 -1.043 -0.149
10 H 0.839 -0.183 1.494
11 H 0.088 -1.809 -0.189
12 H -0.825 -1.349 1.207
13 H -2.361 1.476 -0.666
14 H -0.447 2.181 0.389

Calculated values
- E_HOMO: -8.5 eV
- Structure (SMILES): C[C@@H]1CN=CN1
- Orbital gap: 9.1 eV

Mulliken population analysis, charges in e, atoms 1 to 5: -1.05 0.11 -0.48 -0.65 -0.08

two | Computed, not measured: C4H8N2 in the gas phase, with the ωB97M-V functional and the def2-TZVPD basis.

CARTESIAN COORDINATES (ANGSTROEM)
1 C 1.031 1.079 -0.895
2 C -0.381 0.555 -0.533
3 C -0.425 -0.325 0.753
4 N -1.644 -1.099 0.830
5 C 0.879 -1.036 0.726
6 N 1.978 -1.071 0.361
7 H 1.258 1.973 -0.298
8 H 1.084 1.329 -1.953
9 H 1.886 0.329 -0.753
10 H -1.101 1.370 -0.352
11 H -0.804 -0.040 -1.355
12 H -0.386 0.323 1.636
13 H -1.661 -1.815 0.109
14 H -1.713 -1.571 1.726

Calculated values
- E_HOMO: -10.4 eV
- Structure (SMILES): CC[C@@H](N)C#N
- Orbital gap: 11.1 eV

Mulliken population analysis, charges in e, atoms 1 to 5: -1.04 -0.53 0.14 -0.62 0.28

Least stable = one

one | Computed, not measured: 2 unconnected molecules or ions with the total composition C4H8N2, with the ωB97M-V functional and the def2-TZVPD basis.

CARTESIAN COORDINATES (ANGSTROEM)
1 N -2.767 -1.588 -0.254
2 C -2.096 -0.608 0.031
3 C -1.291 0.407 0.158
4 N -1.661 1.771 0.100
5 H -3.328 -2.048 0.462
6 H -0.259 0.222 0.425
7 H -2.550 1.912 -0.361
8 H -0.937 2.343 -0.321
9 C 2.722 -0.517 0.563
10 C 2.241 -0.289 -0.642
11 H 3.364 0.189 1.064
12 H 2.497 -1.420 1.106
13 H 2.466 0.616 -1.183
14 H 1.598 -0.991 -1.149

Calculated values
- E_HOMO: -7.6 eV
- Structure (SMILES): N=C=CN.C=C
- Orbital gap: 8.6 eV

Mulliken population analysis, charges in e, atoms 1 to 5: -0.52 0.34 -0.26 -0.54 0.27

two | Computed, not measured: C4H8N2 in the gas phase, with the ωB97M-V functional and the def2-TZVPD basis.

CARTESIAN COORDINATES (ANGSTROEM)
1 C -0.823 1.077 -0.469
2 C -0.018 -0.150 0.056
3 C 1.509 0.042 0.077
4 N -0.287 -1.337 -0.757
5 C -0.596 -0.213 1.430
6 N -1.223 -0.092 2.395
7 H -1.602 1.322 0.259
8 H -1.300 0.831 -1.415
9 H -0.176 1.946 -0.601
10 H 1.868 0.129 -0.954
11 H 2.012 -0.824 0.530
12 H 1.805 0.935 0.634
13 H 0.118 -2.173 -0.337
14 H -1.285 -1.494 -0.847

Calculated values
- E_HOMO: -10.3 eV
- Structure (SMILES): CC(C)(N)C#N
- Orbital gap: 11.2 eV

Mulliken population analysis, charges in e, atoms 1 to 5: -1.49 1.61 -1.60 -0.72 -0.02

Least stable = one

one | Computed, not measured: C4H8N2 in the gas phase, with the ωB97M-V functional and the def2-TZVPD basis.

CARTESIAN COORDINATES (ANGSTROEM)
1 C -0.476 1.302 0.233
2 N -0.484 0.010 -0.441
3 C -1.074 -1.014 0.406
4 C 0.820 -0.380 -0.939
5 C 1.920 -0.158 0.034
6 N 2.728 0.099 0.821
7 H -1.495 1.697 0.283
8 H 0.140 2.014 -0.323
9 H -0.074 1.239 1.258
10 H -0.453 -1.251 1.288
11 H -1.233 -1.930 -0.173
12 H -2.048 -0.664 0.760
13 H 1.066 0.178 -1.850
14 H 0.803 -1.442 -1.207

Calculated values
- E_HOMO: -9.3 eV
- Structure (SMILES): CN(C)CC#N
- Orbital gap: 10.2 eV

Mulliken population analysis, charges in e, atoms 1 to 5: -0.98 -0.07 -0.93 -0.57 0.38

two | Computed, not measured: 2 unconnected molecules or ions with the total composition C4H8N2, with the ωB97M-V functional and the def2-TZVPD basis.

CARTESIAN COORDINATES (ANGSTROEM)
1 C -0.610 -0.093 1.598
2 N 0.134 0.313 0.398
3 C -0.008 -0.657 -0.679
4 C 0.578 1.875 -1.711
5 C 0.470 -2.017 -0.370
6 N 0.896 -3.069 -0.149
7 H -1.684 -0.077 1.385
8 H -0.419 0.598 2.423
9 H -0.345 -1.110 1.930
10 H 1.117 0.407 0.638
11 H -1.065 -0.697 -0.962
12 H 0.550 -0.273 -1.539
13 H -0.486 2.108 -1.931
14 H 0.873 2.693 -1.031

Calculated values
- E_HOMO: -9.5 eV
- Orbital gap: 8.7 eV

Mulliken population analysis, charges in e, atoms 1 to 5: -0.87 -0.31 -0.46 -0.39 0.24

three | Computed, not measured: C4H8N2 in the gas phase, with the ωB97M-V functional and the def2-TZVPD basis.

CARTESIAN COORDINATES (ANGSTROEM)
1 C -0.249 -0.952 1.237
2 C -0.252 -0.058 0.049
3 C -0.865 -0.552 -1.211
4 N 1.548 0.960 -0.244
5 C 0.152 1.342 0.187
6 N -0.426 2.366 0.508
7 H 0.398 -0.572 2.030
8 H 0.012 -1.984 0.981
9 H -1.277 -0.957 1.627
10 H -0.570 -1.582 -1.433
11 H -0.648 0.104 -2.056
12 H -1.954 -0.549 -1.056
13 H 1.874 1.405 -1.099
14 H 2.257 1.027 0.481

Calculated values
- E_HOMO: -7.0 eV
- Orbital gap: 6.6 eV

Mulliken population analysis, charges in e, atoms 1 to 5: -1.14 0.99 -1.14 -0.53 0.00

four | Computed, not measured: a molecular structure, C4H8N2, with the ωB97M-V functional and the def2-TZVPD basis.

CARTESIAN COORDINATES (ANGSTROEM)
1 C -0.728 1.181 -0.687
2 C 0.018 0.053 0.038
3 C 1.536 0.208 -0.083
4 N -0.648 -1.628 -0.128
5 C -0.513 -0.389 1.276
6 N -0.847 -0.441 2.392
7 H -1.804 1.017 -0.656
8 H -0.387 1.297 -1.722
9 H -0.542 2.154 -0.192
10 H 1.848 0.313 -1.127
11 H 2.046 -0.632 0.385
12 H 1.882 1.123 0.435
13 H -0.209 -2.466 0.271
14 H -1.654 -1.789 -0.203

Calculated values
- E_HOMO: -8.2 eV
- Orbital gap: 8.8 eV

Mulliken population analysis, charges in e, atoms 1 to 5: -1.27 1.33 -1.27 -0.75 -0.04

Least stable = two